1.
80
Properties=species:S:1:pos:R:3 method="wB97M-V/def2-TZVPD" relative_energy_kj_mol=298.8 charge=-2 total_energy_ev=-299279.8464 gap_ev=6.53
Ca -0.73159 1.37636 -0.23693
Se 0.20607 0.52299 2.07274
P 2.36336 0.62268 1.75560
Se 3.33537 0.65464 -0.13515
C 2.83553 2.11678 2.71076
C 3.19804 3.28372 2.05331
C 3.42230 4.44766 2.77755
C 3.29558 4.44158 4.15789
C 2.93648 3.27240 4.81822
C 2.69658 2.11519 4.09699
C 3.11267 -0.74212 2.72619
C 2.37129 -1.86739 3.06234
C 2.97853 -2.93153 3.71584
C 4.32563 -2.87140 4.03643
C 5.06939 -1.74668 3.69970
C 4.46875 -0.68905 3.03754
H 3.29367 3.27450 0.97411
H 3.68338 5.36187 2.25835
H 3.46494 5.35252 4.72011
H 2.82679 3.27230 5.89641
H 2.37959 1.20588 4.59391
H 1.32096 -1.90065 2.80089
H 2.39368 -3.80935 3.96235
H 4.80093 -3.70686 4.53716
H 6.12387 -1.70207 3.94663
H 5.04734 0.17971 2.74575
F -0.53172 5.59148 -2.54564
C -0.73055 4.29600 -2.29927
F -2.01934 4.02698 -2.40779
F -0.06670 3.60363 -3.23664
S -0.06488 3.82035 -0.59875
O -1.22727 3.41771 0.15643
O 0.85163 2.75683 -0.89274
N 0.65659 5.09713 -0.05733
S -0.31519 6.11263 0.71807
O -1.59832 6.23425 0.08962
O 0.37574 7.31535 1.06241
C -0.59992 5.28160 2.39506
F 0.10908 4.16770 2.52664
F -0.20628 6.12338 3.36092
F -1.88784 5.02235 2.58569
F -0.43988 1.39988 -7.29943
C -0.21020 0.21074 -6.69008
F 1.00568 -0.20182 -7.09049
F -1.11055 -0.65571 -7.20110
C -0.32564 0.33581 -5.20229
C 0.78806 0.28354 -4.38366
C 0.60527 0.49234 -3.02519
N -0.58724 0.75053 -2.49053
C -1.66046 0.76906 -3.28179
C -1.57649 0.56627 -4.64944
H 1.77302 0.08477 -4.77925
H 1.44698 0.45503 -2.33946
H -2.60710 0.97613 -2.79614
H -2.46161 0.59805 -5.26932
S -0.44678 -7.14941 1.52682
C -0.51670 -5.79599 0.55597
S 0.54526 -4.44919 0.81737
C -0.18432 -3.55788 -0.58914
N -1.12089 -4.27998 -1.11623
N -1.32476 -5.50668 -0.50324
C -2.38837 -6.26380 -1.06773
C -2.70126 -7.57571 -0.70575
C -3.76366 -8.23178 -1.31239
C -4.53081 -7.61403 -2.28451
C -4.21795 -6.31343 -2.65298
C -3.16468 -5.64356 -2.05885
S 0.36560 -2.05683 -1.06081
H -2.12180 -8.08162 0.04346
H -3.98934 -9.24852 -1.01294
H -5.35922 -8.13462 -2.75047
H -4.80180 -5.80724 -3.41219
H -2.92201 -4.63333 -2.34333
Cl -3.16949 1.67769 2.64553
C -4.07607 1.92443 1.14284
C -3.31840 1.43832 -0.11573
O -3.61150 2.00696 -1.17411
O -2.49603 0.48667 0.01976
H -4.28657 2.98422 1.04034
H -5.00243 1.35959 1.22509

2.
84
Properties=species:S:1:pos:R:3 method="wB97M-V/def2-TZVPD" charge=+1 s2=0.751 total_energy_ev=-87090.7892 gap_ev="8.09 / 7.83" spin_multiplicity=2
O -0.11268 2.16871 -0.11519
O -2.88918 1.94469 -0.66482
C -0.18840 3.10545 1.01053
C 1.17498 3.66845 1.29837
H -0.57261 2.54649 1.87788
H -0.91532 3.89212 0.76864
H 1.90456 2.85849 1.39068
H 1.15097 4.23539 2.23056
H 1.49803 4.35383 0.50642
C -0.00856 2.76973 -1.44371
C -0.74307 4.06998 -1.65653
H -0.37696 2.00836 -2.14459
H 1.06634 2.89621 -1.64775
H -1.83138 3.94500 -1.56496
H -0.56292 4.40033 -2.68767
H -0.40020 4.87883 -1.00231
C -3.22838 0.99922 -1.86199
C -4.04268 2.22660 0.31548
C -3.48834 1.92600 -3.00182
H -4.10213 0.41018 -1.54987
H -2.33521 0.38346 -1.98883
H -4.34218 2.57316 -2.79911
H -3.71293 1.34938 -3.90022
H -2.61400 2.54911 -3.21947
C -4.98532 3.20139 -0.32364
H -3.52656 2.62073 1.19219
H -4.49570 1.25315 0.53145
H -4.47128 4.10828 -0.66783
H -5.70711 3.49141 0.44413
H -5.54955 2.75433 -1.14567
H -2.23389 1.43624 -0.08231
Yb 0.82550 -0.50749 0.19010
C -1.65720 -0.06724 0.96800
Si -2.28237 -1.23088 2.26906
H -1.47097 0.97286 1.28404
H -2.30120 -0.16287 0.08000
C -3.05246 -0.36297 3.75585
C -0.87825 -2.35767 2.82637
C -3.66334 -2.16840 1.39482
C 2.74631 0.70860 -0.36160
Si 2.73621 0.15659 -2.13053
H 3.61934 0.33043 0.21780
H 2.74268 1.79488 -0.18834
C 3.15612 1.57731 -3.29133
C 1.06551 -0.49509 -2.77638
C 4.07622 -1.12725 -2.44611
H -3.98613 -1.58538 0.52191
H -4.53326 -2.32469 2.04527
H -3.28780 -3.14063 1.05565
H -2.27904 0.15579 4.34069
H -3.55202 -1.09012 4.40434
H -3.80305 0.37077 3.43318
H 0.05819 -1.79019 2.83659
H -0.73100 -3.20147 2.13889
H -1.00841 -2.75721 3.83800
H 0.69194 0.23959 -3.51067
H 0.21422 -0.72938 -2.10206
H 1.27519 -1.41385 -3.34198
H 4.22912 -1.21642 -3.53145
H 3.83515 -2.11934 -2.04202
H 5.02490 -0.79411 -2.00189
H 3.52152 1.14688 -4.23181
H 3.94464 2.21008 -2.87125
H 2.27706 2.19322 -3.51102
F 1.55615 -5.51542 -3.10151
C 1.82179 -4.90740 -1.89367
C 1.18573 -3.68377 -1.60354
C 1.52018 -3.06179 -0.42937
C 2.39160 -3.58069 0.52327
C 2.97811 -4.83193 0.16044
F 3.92281 -5.43521 0.96822
C 2.72321 -5.49973 -1.02461
C 2.71192 -2.82786 1.75777
C 3.56696 -3.28697 2.76684
C 3.77722 -2.52618 3.91748
C 3.15460 -1.28733 4.04137
C 2.35082 -0.84293 2.98263
N 2.13232 -1.60327 1.88466
H 0.47633 -3.26112 -2.31836
H 3.21759 -6.44825 -1.27449
H 4.06933 -4.22744 2.63274
H 4.42930 -2.89511 4.71049
H 3.26470 -0.64748 4.91569
H 1.83767 0.13082 3.02383

3.
31
Properties=species:S:1:pos:R:3 method="wB97M-V/def2-TZVPD" relative_energy_kj_mol=335.7 total_energy_ev=-16254.9079 gap_ev=8.25 smiles=C[C@H]1O[C@@H](CN(C)C)c2ccccc21
C -0.09443 2.87369 -0.95560
C -0.48103 2.00552 0.21015
O -1.20987 0.78490 -0.16560
C -0.37716 -0.32771 0.25134
C -0.39947 -1.23494 -0.97192
N -1.59744 -2.11564 -0.92762
C -1.64852 -3.12414 0.10605
C -2.71690 -1.69731 -1.72109
C 0.94239 0.17012 0.58770
C 2.15540 -0.52734 0.94851
C 3.16486 0.33214 1.42894
C 3.01607 1.67524 1.76846
C 1.80798 2.24808 1.48382
C 0.79517 1.51816 0.85707
H 0.79149 2.52527 -1.45154
H 0.08165 3.85512 -0.62324
H -0.78331 2.81610 -1.77609
H -1.14627 2.59280 0.86664
H -0.84394 -0.82116 1.06616
H -0.35899 -0.59964 -1.86705
H 0.49568 -1.86458 -0.97335
H -1.76009 -4.02049 -0.35278
H -0.74107 -3.17185 0.65821
H -2.51853 -3.06287 0.88473
H -3.47120 -1.49606 -0.91868
H -2.37991 -0.72370 -2.15757
H -2.98039 -2.48928 -2.33780
H 2.51942 -1.53601 0.74931
H 4.13721 -0.13864 1.69234
H 3.90318 2.29217 2.09891
H 1.69800 3.26206 1.54156

4.
10
Properties=species:S:1:pos:R:3 method="wB97M-V/def2-TZVPD" relative_energy_kj_mol=254.5 total_energy_ev=-17536.3059 gap_ev=8.40
C 0.69565 0.09632 -0.31417
N -0.29154 1.06400 -0.26600
O -0.07599 -1.50620 1.59188
O -1.80109 -1.51796 -0.52323
S -0.43078 -1.89679 0.00043
H 1.22647 -0.01409 0.67960
H 1.25790 -0.14359 -1.22154
H -0.58860 1.43204 0.64346
H -0.86063 -1.32995 2.07374
H -1.06310 1.07508 -0.91975

5.
67
Properties=species:S:1:pos:R:3 method="wB97M-V/def2-TZVPD" charge=-1 total_energy_ev=-62048.2610 gap_ev="2.36 / 2.36"
C 3.22897 -1.33346 -1.42133
C 2.58218 -0.18773 -2.25945
C 2.89786 -1.08698 0.07877
C 2.28384 0.30285 0.15173
H 3.81054 -1.17431 0.67445
H 2.18528 -1.85762 0.41335
C 1.71388 0.54657 -1.26228
H 1.99746 -0.59624 -3.09142
H 3.35048 0.50136 -2.62712
C 0.36579 -0.13716 -1.13426
H 1.54989 1.61057 -1.48222
H 3.06022 1.02754 0.41648
C 1.05598 0.40638 1.06987
C 2.66259 -2.70344 -1.76347
C 4.71380 -1.58425 -1.66710
O 5.46505 -1.80206 -0.72748
O 1.49008 -2.95825 -2.02512
O 3.62978 -3.63036 -1.72319
O 5.18411 -1.55808 -2.92652
C 4.38793 -1.69806 -4.13358
H 3.77605 -0.80821 -4.32337
H 3.76351 -2.60104 -4.10203
H 5.13900 -1.79971 -4.91801
C 3.19592 -4.97532 -1.92026
H 2.33468 -5.21203 -1.28840
H 4.05584 -5.57957 -1.64472
H 2.93703 -5.13749 -2.97130
O -0.03247 0.12436 0.22883
H 0.42277 -1.22901 -1.25112
H -0.41828 0.21660 -1.81209
C 1.02060 1.83038 1.63015
C 0.93647 -0.57982 2.23576
H 1.88121 -0.62263 2.78389
H 0.65726 -1.58305 1.88605
H 0.14461 -0.24558 2.92510
H 0.15869 2.01198 2.28523
H 1.02543 2.58897 0.83632
H 1.92402 1.96708 2.24136
Hf -2.59732 1.11233 0.63630
C -3.15501 3.31603 0.42047
C -1.76904 3.38999 0.04878
C -1.58048 2.63232 -1.13576
H -1.00664 3.99993 0.55073
C -2.83932 2.08928 -1.52608
C -3.83489 2.53037 -0.58126
H -4.92240 2.42398 -0.66496
H -3.63042 3.89772 1.21652
H -0.65320 2.59591 -1.72477
H -3.02238 1.54812 -2.46411
C -3.60643 -0.63139 1.80133
C -4.49646 -0.04290 0.82046
C -3.98867 -0.41106 -0.47966
H -5.44815 0.44297 1.05036
C -2.79485 -1.17773 -0.29826
C -2.57688 -1.34031 1.09786
H -1.82141 -1.98066 1.56554
H -3.80042 -0.70807 2.87221
H -4.48980 -0.24275 -1.43689
H -2.22682 -1.68461 -1.08818
F -4.49509 2.88547 5.32583
C -4.05343 2.68380 4.07598
F -4.99891 1.99277 3.37285
F -3.87901 3.88571 3.46496
S -2.44840 1.72643 4.05330
O -1.40699 2.53884 4.60134
O -2.72850 0.39706 4.53483
O -2.26675 1.67728 2.50879

6.
16
Properties=species:S:1:pos:R:3 method="wB97M-V/def2-TZVPD" relative_energy_kj_mol=273.7 total_energy_ev=-25888.9459 gap_ev="7.73 / 7.73"
C 0.46861 1.50055 -0.46446
C -1.34050 -1.11040 -0.02732
C 0.53815 -2.52535 0.59095
C 0.96929 2.90391 -0.32094
N -0.00516 -1.11077 0.35969
F -1.74052 1.95209 -0.58397
F 0.93317 3.51248 -1.51253
F 2.28601 2.90076 0.08842
F 0.37196 3.64534 0.58551
P 1.01080 0.13190 0.32252
H -1.49631 -1.80696 -0.84569
H -2.12906 -1.28683 0.68103
H -1.53759 -0.15163 -0.68236
H 1.37024 -2.56383 1.24012
H -0.32880 -3.10761 0.92999
H 0.62971 -2.88366 -0.36096

7.
68
Properties=species:S:1:pos:R:3 method="wB97M-V/def2-TZVPD" relative_energy_kj_mol=52.0 charge=-1 s2=8.760 total_energy_ev=-175889.6101 gap_ev="5.22 / 5.24" spin_multiplicity=6
Mn 2.21213 0.09207 -0.13166
O -0.81773 2.07613 2.71336
C 0.22495 1.70927 1.87833
O 0.19686 0.42755 1.34925
C 1.29651 2.49840 1.61639
C 1.43394 3.83643 2.13595
C 2.51020 4.58464 1.78366
C 3.51179 4.04183 0.93604
C 3.37043 2.74587 0.51673
N 2.30386 1.97453 0.80776
C 4.46190 2.08364 -0.31560
O 5.49325 2.68679 -0.56336
O 4.18991 0.87397 -0.70347
H -0.91132 1.41082 3.40886
H 0.65813 4.21679 2.78613
H 2.62046 5.59395 2.16360
H 4.38611 4.59739 0.63462
Br 2.92365 0.92272 -6.25150
C 1.31240 0.19006 -5.57328
C 0.31162 -0.13989 -6.47506
C -0.89202 -0.64368 -6.00949
C -1.08463 -0.82652 -4.64790
C -0.07330 -0.51242 -3.75714
C 1.13898 0.00288 -4.20720
I 2.64182 0.49474 -2.77220
H 0.48591 0.00964 -7.53169
H -1.67758 -0.88799 -6.71257
H -2.02521 -1.21709 -4.28099
H -0.20853 -0.67015 -2.69431
C -0.53127 -1.63893 3.50711
Si -1.88891 -1.16511 2.28726
C -2.57824 -2.70906 1.43919
C -3.33098 -0.34211 3.20258
C -1.08763 -0.12275 0.90323
Si -2.07449 1.08572 -0.22241
C -3.22346 2.31331 0.63138
C -3.19645 -0.00753 -1.29147
C -0.78992 1.95053 -1.30404
H -0.77463 -2.56865 4.02679
H -0.35459 -0.87173 4.26458
H 0.40809 -1.78600 2.97066
H -3.02612 -3.39655 2.16023
H -1.78616 -3.24791 0.91319
H -3.34424 -2.44853 0.70452
H -3.62328 -0.96779 4.04988
H -4.20100 -0.24693 2.54888
H -3.10081 0.65279 3.58898
H -0.75540 -0.89587 0.19532
H -3.97486 1.79382 1.23098
H -3.74957 2.90782 -0.12121
H -2.67930 2.99066 1.28563
H -4.00906 -0.43984 -0.70182
H -2.64907 -0.83459 -1.75138
H -3.64779 0.58244 -2.09280
H -0.70433 3.00989 -1.05929
H -1.00312 1.85892 -2.37147
H 0.18919 1.50965 -1.11636
F 3.58244 -1.72483 2.50641
C 2.78903 -2.49420 1.73366
C 2.11929 -1.91775 0.66742
C 1.31210 -2.81263 -0.01414
F 0.59316 -2.34133 -1.08050
C 1.14710 -4.14671 0.29909
F 0.32420 -4.94174 -0.40179
C 1.85084 -4.66202 1.37217
F 1.71639 -5.94580 1.71447
C 2.68615 -3.82675 2.09211
F 3.37220 -4.32429 3.12965

8.
41
Properties=species:S:1:pos:R:3 method="wB97M-V/def2-TZVPD" relative_energy_kj_mol=290.0 charge=-1 total_energy_ev=-29104.6618 gap_ev=9.14
O -0.66442 3.21687 2.08059
H -1.05237 2.40175 2.44524
O -0.60348 -0.61577 2.93454
H -0.77116 -0.65166 3.87986
H -2.49943 0.57657 0.98354
O -2.38705 -3.60285 -2.08564
H -1.53168 0.76818 2.32212
H 1.71390 -2.14102 -1.28687
O 2.04545 -2.19885 -2.20374
H -1.83648 -0.88390 -0.44475
H 2.98932 -2.36307 -2.17511
O 0.56845 1.00121 -2.52284
H 1.67648 3.14574 -0.23820
H 0.73581 1.14187 -1.57726
O -0.23178 4.00453 -0.53770
H -0.80009 4.33705 0.16972
H -0.37519 3.05272 -0.39402
O 4.13259 -0.09042 2.69220
H 3.71105 0.05800 3.55172
H 3.43031 0.02750 2.03766
O -2.23111 1.12147 1.71829
H -2.91579 -2.78969 -2.10851
H 0.21115 0.10539 -2.40565
O -1.10163 -0.32814 -0.76787
H -0.53540 -0.31008 0.01216
H -1.90412 -3.36522 -1.27366
O 0.12123 -4.01882 -1.45280
H 0.12885 -3.10752 -1.73926
H 0.24419 -4.68678 -2.12143
O -0.69532 3.80846 -3.36215
H -0.52544 2.86695 -3.50606
H -0.58493 3.89740 -2.40157
O 1.64031 2.31112 0.24103
H 2.00017 2.49024 1.11327
H -0.91497 3.12527 1.16568
O 1.76481 -2.28301 0.64158
H 1.24584 -3.09467 0.59089
H 1.37444 -1.68159 1.28975
O -1.75210 -1.73609 1.12679
H -1.39450 -1.13905 2.21637
H -2.42591 -2.37010 1.39210

no.,M (g/mol),maximum force (eV/Å)
1,1129.3,3.88
2,686.9,3.62
3,191.3,3.89
4,95.1,2.54
5,714.0,5.45
6,175.1,5.34
7,830.4,1.78
8,251.2,2.20